# 1
Below is a 2-piece molecular cluster, C6H15NO overall in a non-equilibrium geometry, with properties calculated with ωB97M-V/def2-TZVPD.

Computed properties:
HOMO energy   -0.305 Eh
Gap between HOMO and LUMO   9.292 eV
Charge   0
ΔE to the lowest compared entry with this formula, charge and spin   77.1 kcal per mole
LUMO level   0.99 eV
Structure (SMILES)   CC/C=C/NCC.O

Each line ends with the Mulliken charge.
Element x y z (Å)
C (0.47, 2.38, -1.89)  -1.1190
C (0.34, 0.88, -2.12)  -0.3362
C (-0.32, 0.19, -0.95)  0.0897
C (0.24, -0.91, -0.27)  -0.4287
N (-0.38, -1.34, 0.92)  -0.2647
C (-0.16, -0.38, 2.10)  -0.6513
C (1.34, -0.13, 2.45)  -1.0790
H (1.38, 2.79, -2.39)  0.3349
H (0.61, 2.71, -0.83)  0.3014
H (-0.40, 2.78, -2.34)  0.2936
H (-0.26, 0.61, -3.13)  0.2607
H (1.40, 0.57, -2.51)  0.2833
H (-1.32, 0.73, -0.76)  0.2456
H (1.19, -1.39, -0.80)  0.1037
H (-0.05, -2.29, 1.24)  0.2322
H (-0.63, -0.81, 2.93)  0.4281
H (-0.70, 0.53, 1.83)  0.3095
H (1.85, 0.30, 1.64)  0.3497
H (1.36, 0.28, 3.42)  0.4079
H (1.67, -1.15, 2.66)  0.2695
H (-1.84, -1.98, -0.49)  0.3470
H (-3.16, -1.98, -0.05)  0.2901
O (-2.65, -2.38, -0.67)  -0.6680

---

# 2
Below is an isolated ion of composition C3H8ClN5 and charge +2 in a non-equilibrium geometry, with properties calculated with ωB97M-V/def2-TZVPD.

Computed properties:
HOMO energy (alpha / beta)   -0.645 / -0.645 Eh
Gap between HOMO and LUMO (alpha / beta)   7.201 / 7.202 eV
Charge   +2
ΔE to the lowest compared entry with this formula, charge and spin   114.3 kcal per mole
LUMO level (alpha / beta)   -10.36 / -10.36 eV

Each line ends with the Mulliken charge.
Element x y z (Å)
C (0.49, -0.28, -0.84)  0.6670
C (-1.35, -1.82, -1.23)  0.3402
C (-0.29, 0.84, -0.27)  -0.6689
N (-2.44, -0.18, -0.42)  -0.6979
N (-0.09, -1.40, -1.32)  -0.1583
N (1.82, -0.27, -0.94)  -0.2773
N (-1.01, -0.49, 1.48)  -0.4818
N (-1.54, 0.29, 0.44)  0.4357
Cl (-2.16, -3.03, -1.97)  0.1116
H (0.37, 1.40, 0.30)  0.5290
H (-0.44, 1.65, -1.08)  0.3530
H (0.50, -2.15, -1.88)  0.3464
H (2.27, 0.53, -0.52)  0.2676
H (2.43, -1.01, -1.26)  0.2426
H (-0.48, -0.12, 2.26)  0.2491
H (-1.83, -0.93, 1.87)  0.3122
H (-2.11, 1.10, 0.83)  0.4297

---

# 3
Below is a 2-piece molecular cluster, C5H11N overall in a non-equilibrium geometry, with properties calculated with ωB97M-V/def2-TZVPD.

Computed properties:
HOMO energy   -0.311 Eh
Gap between HOMO and LUMO   9.633 eV
Charge   0
ΔE to the lowest compared entry with this formula, charge and spin   82.2 kcal per mole
LUMO level   1.16 eV

Each line ends with the Mulliken charge.
Element x y z (Å)
C (-0.93, 0.96, 0.90)  -0.4275
C (1.74, 0.42, 0.37)  -0.8995
C (-1.45, 0.89, -0.42)  -0.5110
N (0.69, -0.36, 1.03)  -0.4472
C (0.19, -1.38, 0.35)  -0.0160
C (0.06, -1.45, -1.03)  -0.8353
H (-1.48, 0.50, 1.71)  0.2944
H (-0.29, 1.78, 1.19)  0.2776
H (-0.49, -2.00, 0.94)  0.3333
H (2.03, 1.24, 1.03)  0.3184
H (2.62, -0.22, 0.21)  0.3645
H (1.46, 0.84, -0.60)  0.3185
H (-2.50, 0.64, -0.50)  0.3367
H (-0.91, -0.19, -0.94)  0.0361
H (-1.13, 1.66, -1.11)  0.2553
H (0.81, -1.01, -1.68)  0.2653
H (-0.43, -2.31, -1.47)  0.3365

---

# 4
Below is C48H55ClN4OPPtSSbSe as an isolated structure, with properties calculated with ωB97M-V/def2-TZVPD.

Computed properties:
Spin multiplicity   5
HOMO energy (alpha / beta)   -0.425 / -0.454 Eh
Gap between HOMO and LUMO (alpha / beta)   6.882 / 5.135 eV
Charge   +2
ΔE to the lowest compared entry with this formula, charge and spin   53.8 kcal per mole
LUMO level (alpha / beta)   -4.68 / -7.23 eV
<S²>   6.02

Each line ends with the Mulliken spin population.
Element x y z (Å)
Pt (0.15, 1.86, -0.58)  1.2079
Cl (0.32, 0.49, 2.26)  0.0508
C (1.86, 1.26, 2.59)  -0.0437
C (2.17, 1.55, 3.90)  -0.0103
C (3.38, 2.16, 4.19)  0.0103
C (4.28, 2.45, 3.17)  -0.0054
C (3.96, 2.14, 1.86)  0.0185
C (2.75, 1.53, 1.54)  0.0266
P (2.30, 1.15, -0.18)  0.1974
C (2.53, -0.65, -0.38)  0.0428
C (2.35, -1.14, -1.62)  0.0341
C (2.40, -2.55, -2.02)  -0.0071
C (2.58, -3.62, -1.23)  0.0618
C (2.79, -3.60, 0.26)  0.0215
C (2.79, -1.50, 0.83)  0.0366
C (3.55, 1.96, -1.19)  0.0024
C (3.36, 3.31, -1.52)  0.0459
C (4.32, 3.99, -2.24)  -0.0054
C (5.48, 3.33, -2.65)  -0.0009
C (5.67, 2.00, -2.33)  0.0027
C (4.72, 1.31, -1.60)  0.0108
H (1.46, 1.32, 4.69)  -0.0004
H (3.63, 2.40, 5.22)  0.0005
H (5.22, 2.92, 3.40)  0.0001
H (4.66, 2.38, 1.07)  0.0032
H (2.15, -0.44, -2.42)  0.0204
H (2.27, -2.74, -3.08)  0.0046
H (2.58, -4.59, -1.70)  -0.0065
H (2.88, -4.61, 0.66)  -0.0067
H (2.89, -0.90, 1.73)  0.0112
H (2.46, 3.82, -1.20)  0.0194
H (4.17, 5.03, -2.49)  -0.0007
H (6.23, 3.86, -3.23)  0.0001
H (6.57, 1.49, -2.65)  0.0001
H (4.87, 0.27, -1.35)  -0.0033
Se (0.15, 2.25, -2.89)  1.3375
S (-0.02, 3.82, 0.79)  0.2430
C (-1.37, 4.73, 0.19)  -0.0638
N (-1.97, 5.58, 1.02)  0.0170
C (-3.03, 6.50, 0.61)  0.0010
C (-2.87, 6.82, -0.86)  0.0017
C (-2.80, 5.52, -1.65)  0.0035
N (-1.78, 4.65, -1.07)  0.0138
H (-1.60, 5.62, 1.96)  0.0062
H (-2.95, 7.40, 1.22)  -0.0001
H (-4.00, 6.04, 0.80)  -0.0001
H (-1.95, 7.39, -1.02)  -0.0002
H (-3.71, 7.42, -1.21)  0.0001
H (-2.53, 5.70, -2.69)  -0.0012
H (-3.77, 5.01, -1.64)  0.0006
H (-1.23, 4.05, -1.68)  0.0011
C (-3.42, -2.06, 0.87)  -0.0126
C (-2.83, -3.27, 1.56)  -0.0686
C (-3.64, -4.10, 2.32)  -0.0033
C (-3.14, -5.25, 2.91)  0.0082
C (-1.80, -5.59, 2.75)  0.0011
C (-0.97, -4.76, 2.01)  0.0238
C (-1.48, -3.61, 1.42)  0.1278
Sb (-0.23, -2.51, 0.12)  0.4591
C (-0.74, -3.47, -1.70)  0.0875
C (-1.00, -4.84, -1.58)  0.0251
C (-1.27, -5.59, -2.71)  0.0042
C (-1.30, -4.97, -3.95)  0.0055
C (-1.07, -3.61, -4.05)  0.0028
C (-0.78, -2.83, -2.93)  -0.0149
C (-0.56, -1.36, -3.12)  -0.0633
C (1.78, -2.68, 1.01)  0.0710
C (1.54, -2.94, 2.47)  -0.0763
C (2.48, -3.18, 3.38)  0.0016
C (3.92, -3.25, 3.14)  0.0008
C (4.53, -2.98, 1.99)  0.0026
C (3.92, -2.59, 0.67)  0.0126
C (5.05, -2.31, -0.30)  0.0008
H (-4.36, -1.77, 1.33)  0.0035
H (-3.62, -2.28, -0.19)  -0.0063
H (-2.74, -1.20, 0.90)  0.0674
H (-4.69, -3.85, 2.45)  -0.0001
H (-3.79, -5.88, 3.50)  0.0008
H (-1.40, -6.48, 3.21)  0.0014
H (0.07, -5.03, 1.90)  0.0085
H (-1.01, -5.33, -0.61)  0.0030
H (-1.47, -6.65, -2.62)  0.0016
H (-1.52, -5.54, -4.84)  0.0007
H (-1.12, -3.13, -5.02)  -0.0015
H (-1.41, -0.91, -3.63)  0.0008
H (0.32, -1.16, -3.74)  -0.0009
H (-0.43, -0.82, -2.18)  0.1310
H (0.52, -2.87, 2.84)  -0.0026
H (2.16, -3.32, 4.41)  0.0008
H (4.54, -3.53, 3.99)  0.0001
H (5.61, -3.07, 1.97)  0.0001
H (5.69, -1.52, 0.11)  -0.0003
H (4.72, -2.01, -1.29)  -0.0005
H (5.67, -3.20, -0.41)  0.0015
C (-3.04, 1.88, 2.24)  -0.0032
N (-3.86, 1.71, 1.05)  0.0065
C (-5.26, 1.38, 1.31)  -0.0001
C (-3.22, 1.40, -0.12)  -0.0278
O (-2.03, 1.01, -0.09)  -0.1235
N (-3.87, 1.55, -1.30)  0.0150
C (-5.11, 2.29, -1.49)  0.0010
C (-3.35, 0.83, -2.46)  0.0036
H (-3.54, 2.58, 2.91)  -0.0001
H (-2.07, 2.28, 1.97)  0.0009
H (-2.90, 0.93, 2.77)  -0.0002
H (-5.32, 0.97, 2.32)  0.0004
H (-5.62, 0.63, 0.62)  -0.0002
H (-5.92, 2.25, 1.27)  0.0001
H (-5.19, 3.09, -0.76)  0.0000
H (-6.00, 1.66, -1.43)  -0.0001
H (-5.08, 2.75, -2.48)  0.0002
H (-2.27, 0.79, -2.42)  0.0288
H (-3.65, 1.36, -3.36)  -0.0086
H (-3.75, -0.19, -2.51)  0.0034

---

# 5
Below is one molecule with the formula C5H13N2 in a non-equilibrium geometry, with properties calculated with ωB97M-V/def2-TZVPD.

Computed properties:
Spin multiplicity   2
HOMO energy (alpha / beta)   -0.140 / -0.357 Eh
Gap between HOMO and LUMO (alpha / beta)   4.817 / 10.663 eV
Charge   0
ΔE to the lowest compared entry with this formula, charge and spin   54.3 kcal per mole
LUMO level (alpha / beta)   1.01 / 0.94 eV
<S²>   0.75

Each line ends with the Mulliken spin population.
Element x y z (Å)
C (0.37, -2.17, 0.33)  0.0176
C (1.00, -0.78, 0.19)  -0.0004
C (0.34, 0.28, 1.07)  -0.0481
C (-0.95, 0.85, 0.53)  0.2523
C (-0.91, 1.57, -0.58)  0.7709
N (-2.01, 1.95, -1.51)  1.3791
N (2.44, -0.75, 0.47)  0.0012
H (0.48, -2.48, 1.37)  0.0006
H (0.98, -2.81, -0.32)  -0.0020
H (-0.70, -2.21, 0.12)  -0.0141
H (0.88, -0.49, -0.86)  0.0428
H (1.10, 1.06, 1.14)  0.0089
H (0.17, -0.11, 2.08)  0.0053
H (-1.83, 0.55, 1.09)  0.0394
H (-0.01, 2.00, -1.01)  -0.0668
H (-2.19, 1.23, -2.25)  -0.4678
H (-1.76, 2.88, -1.95)  -0.5563
H (-2.96, 2.02, -1.11)  -0.3623
H (2.60, -1.23, 1.35)  -0.0003
H (2.98, -1.35, -0.15)  0.0000

---

# 6
Below is C24H36F5N4O5RhS3Si as an isolated structure in a non-equilibrium geometry, with properties calculated with ωB97M-V/def2-TZVPD.

Computed properties:
HOMO energy   -0.322 Eh
Gap between HOMO and LUMO   7.555 eV
Charge   0
ΔE to the lowest compared entry with this formula, charge and spin   0.0 kcal per mole
LUMO level   -1.21 eV

Each line ends with the Mulliken charge.
Element x y z (Å)
Rh (-0.16, -1.51, 0.34)  0.3156
F (-3.28, -5.96, 4.41)  -0.3010
C (-3.07, -4.89, 3.65)  0.5956
C (-3.57, -4.83, 2.36)  0.2596
F (-4.27, -5.86, 1.88)  -0.3023
C (-3.33, -3.72, 1.58)  -0.1900
F (-3.82, -3.73, 0.34)  -0.3651
C (-2.60, -2.63, 2.04)  0.6988
S (-2.30, -1.22, 1.03)  -0.3381
C (-2.13, -2.71, 3.35)  0.2058
F (-1.43, -1.70, 3.88)  -0.3774
C (-2.34, -3.82, 4.15)  0.2829
F (-1.86, -3.86, 5.39)  -0.3178
C (-2.98, 1.11, -1.85)  -1.2816
C (-2.40, 2.42, -1.31)  2.1343
C (-2.55, 2.49, 0.20)  -1.2785
C (-3.08, 3.61, -1.97)  -1.9132
O (-1.02, 2.51, -1.66)  -0.0401
Si (0.21, 1.45, -1.55)  -2.8972
O (-0.09, 0.27, -0.53)  3.3254
O (1.58, 2.27, -1.17)  -0.2084
C (2.05, 2.80, 0.06)  1.8457
C (3.13, 1.84, 0.58)  -1.6041
C (0.93, 2.95, 1.09)  -1.1616
C (2.66, 4.16, -0.26)  -1.9036
O (0.47, 0.91, -3.08)  -0.7524
C (1.69, 0.56, -3.75)  1.8492
C (2.43, 1.83, -4.16)  -1.6381
C (2.56, -0.31, -2.84)  -1.3543
C (1.28, -0.22, -4.99)  -1.6239
H (-4.05, 1.06, -1.67)  0.5637
H (-2.51, 0.26, -1.36)  -0.1841
H (-2.80, 1.04, -2.93)  0.2582
H (-3.60, 2.35, 0.49)  0.4674
H (-2.23, 3.47, 0.57)  0.3266
H (-1.95, 1.72, 0.68)  -0.1055
H (-4.13, 3.67, -1.67)  0.3962
H (-3.03, 3.53, -3.05)  0.3882
H (-2.58, 4.53, -1.67)  0.3708
H (2.69, 0.85, 0.74)  0.1448
H (3.55, 2.20, 1.52)  0.4816
H (3.94, 1.76, -0.15)  0.2980
H (0.48, 1.98, 1.30)  -0.1414
H (0.16, 3.61, 0.71)  0.2828
H (1.33, 3.37, 2.01)  0.5053
H (3.45, 4.05, -1.00)  0.3644
H (3.08, 4.62, 0.64)  0.3944
H (1.89, 4.82, -0.66)  0.4022
H (2.80, 2.36, -3.28)  0.0871
H (1.75, 2.49, -4.69)  0.3343
H (3.26, 1.58, -4.81)  0.5135
H (2.70, 0.19, -1.88)  0.0312
H (3.54, -0.47, -3.29)  0.5084
H (2.10, -1.28, -2.67)  0.2230
H (0.62, 0.39, -5.61)  0.3605
H (0.74, -1.13, -4.71)  0.2959
H (2.15, -0.50, -5.58)  0.4070
C (2.35, 0.97, 4.43)  -0.6691
N (1.85, -0.36, 4.11)  0.0877
C (1.87, -1.40, 5.14)  -0.9080
C (1.19, -0.57, 3.01)  0.4648
N (0.59, -0.70, 2.03)  -0.1034
H (1.73, 1.44, 5.19)  0.3235
H (2.35, 1.58, 3.53)  0.0033
H (3.37, 0.88, 4.80)  0.3269
H (1.16, -1.17, 5.94)  0.3285
H (2.88, -1.46, 5.56)  0.3318
H (1.63, -2.36, 4.69)  0.2639
S (-2.01, -4.17, -2.78)  -0.2241
C (-1.66, -2.64, -3.47)  -0.4839
C (-1.04, -1.85, -2.57)  -0.7304
N (-0.84, -2.44, -1.35)  0.9416
C (-1.31, -3.67, -1.32)  -0.2269
H (-1.91, -2.41, -4.49)  0.4752
H (-0.69, -0.84, -2.74)  0.4573
H (-1.23, -4.29, -0.44)  0.3898
O (2.14, -3.75, 2.79)  -0.5293
S (1.32, -4.19, 1.66)  -0.0084
N (0.23, -3.34, 1.16)  -0.1500